(1)
{
  "formula": "C32H31N4O2",
  "method": "ωB97M-V with the def2-TZVPD basis set",
  "de_lowest_kcal_mol": 107.4,
  "total_charge": 1,
  "fmax_ha_per_bohr": 0.043,
  "mol_weight_da": 503.6,
  "orbital_gap_ev": 3.72,
  "species": ["C", "N", "C", "C", "C", "C", "C", "C", "C", "C", "C", "C", "C", "C", "C", "C", "C", "C", "H", "H", "H", "H", "H", "H", "H", "H", "H", "H", "H", "H", "H", "H", "H", "H", "C", "N", "C", "H", "C", "C", "C", "C", "N", "O", "O", "C", "C", "N", "C", "C", "C", "C", "C", "C", "C", "H", "H", "H", "H", "H", "H", "H", "H", "H", "H", "H", "H", "H", "H"],
  "xyz": [[-4.6811, 0.7669, 2.6518], [-3.6350, 1.5177, 1.9709], [-2.3344, 1.1313, 1.8485], [-1.6239, 2.0854, 1.1125], [-0.2413, 2.0193, 0.8489], [0.5215, 2.9402, 0.0454], [0.0879, 3.3569, -1.2317], [0.7747, 4.3173, -1.9310], [1.9122, 4.9126, -1.3955], [2.5925, 6.0178, -2.1233], [2.3786, 4.4786, -0.1576], [1.7202, 3.4985, 0.5413], [-2.5697, 3.1463, 0.8128], [-2.4429, 4.3914, 0.1901], [-3.5577, 5.1799, 0.0307], [-4.8048, 4.7559, 0.4946], [-4.9498, 3.5587, 1.1548], [-3.8204, 2.7538, 1.3256], [-5.6281, 1.2945, 2.5938], [-4.7975, -0.2057, 2.1808], [-4.4300, 0.6252, 3.7007], [-1.9175, 0.2334, 2.2673], [0.3029, 1.2462, 1.3669], [-0.7908, 2.9050, -1.6577], [0.4363, 4.6284, -2.9054], [3.4918, 6.3477, -1.6044], [2.8868, 5.7082, -3.1255], [1.9340, 6.8814, -2.2176], [3.2539, 4.9442, 0.2619], [2.0780, 3.1916, 1.5095], [-1.4837, 4.7353, -0.1431], [-3.4764, 6.1362, -0.4615], [-5.6736, 5.3706, 0.3257], [-5.9102, 3.2315, 1.5167], [-0.0525, -1.9252, -2.2146], [1.1639, -2.2458, -1.4871], [1.2202, -2.2650, -0.0042], [1.0172, -1.2592, 0.3765], [0.2709, -3.2519, 0.6061], [0.3435, -4.5890, 0.2530], [-0.5266, -5.5064, 0.8035], [-1.4807, -5.0931, 1.7143], [-2.4139, -6.0524, 2.2965], [-3.2832, -5.6276, 3.0718], [-2.2961, -7.2458, 1.9878], [-1.5584, -3.7623, 2.0730], [-0.6891, -2.8458, 1.5225], [2.6442, -2.6035, 0.2399], [3.1986, -2.7097, 1.5787], [3.3234, -2.8305, -0.9818], [2.4151, -2.6095, -2.0421], [2.8298, -2.7581, -3.3552], [4.1427, -3.1226, -3.6097], [5.0328, -3.3398, -2.5703], [4.6315, -3.1975, -1.2513], [0.1186, -1.9719, -3.2856], [-0.8346, -2.6327, -1.9539], [-0.3865, -0.9243, -1.9537], [1.0889, -4.9008, -0.4596], [-0.4814, -6.5492, 0.5346], [-2.3087, -3.4555, 2.7840], [-0.7496, -1.8062, 1.7986], [4.2520, -2.9688, 1.5372], [3.0880, -1.7625, 2.1000], [2.6703, -3.4782, 2.1362], [2.1469, -2.5878, -4.1678], [4.4800, -3.2379, -4.6288], [6.0509, -3.6210, -2.7943], [5.3292, -3.3648, -0.4509]],
  "atomic_forces_ev_per_a": [[-0.1, -0.3, 0.1], [1.7, -0.7, -0.1], [-1.9, 0.4, 0.4], [2.0, 0.7, -0.8], [-1.6, 0.3, 0.5], [0.3, 0.4, -0.4], [-0.1, -0.2, 0.5], [0.1, -0.1, 0.0], [0.0, 0.1, 0.2], [0.4, 0.2, -0.1], [-0.1, 0.2, -0.1], [-0.6, -0.6, 0.1], [-0.5, 0.4, -0.3], [0.0, -0.3, 0.2], [-0.2, 0.0, 0.1], [0.1, 0.0, -0.1], [0.1, -0.9, 0.4], [0.8, 0.7, -0.5], [0.1, 0.1, -0.1], [0.0, 0.0, 0.0], [0.1, 0.1, 0.0], [-0.3, -0.3, 0.2], [0.2, -0.2, 0.2], [-0.2, -0.1, -0.1], [-0.1, 0.0, -0.2], [0.0, 0.0, 0.0], [-0.1, 0.0, -0.1], [-0.1, 0.0, -0.1], [0.2, 0.0, 0.1], [0.1, -0.1, 0.2], [0.1, 0.1, -0.1], [0.0, 0.1, 0.0], [-0.1, 0.1, 0.0], [-0.2, 0.1, 0.1], [0.7, -0.3, 0.7], [0.7, -0.3, 0.1], [1.6, -0.1, -1.4], [-0.3, 0.3, 0.3], [-0.3, 0.1, 0.3], [0.0, 0.0, 0.0], [-0.1, -0.6, -0.1], [0.3, 0.5, -0.2], [-1.3, -1.5, 0.8], [1.3, -0.4, -1.1], [0.0, 1.8, 0.3], [-0.6, 0.0, 0.5], [0.3, -0.2, -0.3], [-0.1, -0.1, -0.8], [-0.6, 0.0, -0.8], [-0.7, 0.2, 0.1], [-0.2, 0.1, 0.7], [-0.7, 0.2, 0.5], [0.6, -0.1, 0.1], [-0.1, 0.0, -0.6], [-0.5, 0.2, 0.6], [0.1, 0.0, 0.0], [-0.3, -0.1, -0.1], [-0.2, 0.3, 0.0], [0.1, -0.1, -0.1], [0.0, -0.1, 0.0], [-0.1, 0.0, 0.1], [0.0, 0.2, 0.1], [0.0, 0.0, -0.1], [0.1, 0.2, 0.2], [0.0, -0.2, 0.3], [-0.2, 0.0, -0.2], [0.0, 0.0, -0.1], [0.1, 0.0, 0.0], [0.2, -0.1, 0.2]],
  "mulliken_charge": [-0.882, 0.183, -1.210, 1.107, -0.539, 0.572, -0.976, -0.325, 0.952, -1.455, -0.794, -0.724, 1.064, -0.218, -0.874, -0.684, -0.945, 0.066, 0.296, 0.356, 0.345, 0.609, 0.527, 0.548, 0.463, 0.364, 0.358, 0.329, 0.355, 0.481, 0.464, 0.441, 0.414, 0.302, -0.872, 0.335, -0.706, 0.189, 0.087, -0.482, -0.673, -0.269, 0.968, -0.593, -0.576, -0.244, -0.431, 0.326, -0.913, 1.121, 1.098, -1.013, -0.685, -0.706, -0.949, 0.309, 0.308, 0.204, 0.552, 0.501, 0.531, 0.298, 0.315, 0.259, 0.306, 0.328, 0.395, 0.393, 0.320]
}

=====

(2)
{
  "formula": "C32H31N6O3S3Ti",
  "method": "ωB97M-V with the def2-TZVPD basis set",
  "de_lowest_kcal_mol": 0.0,
  "multiplicity": 2,
  "fmax_ha_per_bohr": 0.077,
  "mol_weight_da": 691.7,
  "s2": 0.801,
  "orbital_gap_ev": [6.40, 5.98],
  "species": ["Ti", "C", "O", "C", "C", "C", "C", "C", "C", "N", "N", "C", "C", "O", "C", "C", "C", "C", "C", "C", "C", "C", "H", "H", "H", "H", "H", "H", "H", "H", "H", "H", "H", "H", "H", "C", "C", "O", "N", "C", "C", "C", "C", "C", "C", "N", "H", "H", "H", "H", "H", "H", "H", "H", "H", "H", "S", "C", "C", "C", "C", "C", "C", "S", "H", "H", "H", "H", "N", "C", "N", "S", "H", "H", "H", "H"],
  "xyz": [[0.4174, -0.2827, -1.0220], [3.6155, 0.1219, -2.0923], [2.5596, 0.4725, -1.2125], [2.6900, 1.6619, -0.5289], [3.8634, 2.3837, -0.4198], [3.8987, 3.5473, 0.3390], [2.7576, 3.9964, 0.9842], [1.5728, 3.3004, 0.8625], [1.5098, 2.1255, 0.0999], [0.3597, 1.4028, -0.0960], [-0.6955, 1.8383, 0.5650], [-1.9124, 1.3444, 0.3683], [-2.2432, 0.2813, -0.5322], [-1.2888, -0.3960, -1.1343], [-3.5905, -0.0434, -0.7701], [-4.6071, 0.5884, -0.1098], [-4.3304, 1.5902, 0.8472], [-5.3656, 2.2315, 1.5534], [-5.0882, 3.1741, 2.5083], [-3.7607, 3.4924, 2.8071], [-2.7311, 2.8974, 2.1193], [-2.9881, 1.9555, 1.1134], [3.7883, 0.9117, -2.8311], [4.5355, -0.0893, -1.5342], [3.2902, -0.7877, -2.6018], [4.7615, 2.0596, -0.9194], [4.8227, 4.1004, 0.4120], [2.7953, 4.9024, 1.5718], [0.6640, 3.6505, 1.3244], [-3.8067, -0.8136, -1.4969], [-5.6355, 0.3233, -0.3051], [-6.3873, 1.9557, 1.3359], [-5.8886, 3.6727, 3.0356], [-3.5438, 4.2136, 3.5803], [-1.7026, 3.1348, 2.3447], [2.1927, -3.2750, 1.0660], [2.0631, -1.7960, 1.2842], [1.4447, -1.0611, 0.5155], [2.6974, -1.2926, 2.3570], [2.5180, 0.0889, 2.7708], [1.1900, 0.2953, 3.4658], [1.1062, 0.9031, 4.7103], [-0.1409, 1.0459, 5.2984], [-1.2519, 0.5682, 4.6247], [-1.0639, -0.0194, 3.3801], [0.1234, -0.1544, 2.8174], [1.9821, -3.5018, 0.0222], [1.4332, -3.7706, 1.6692], [3.1770, -3.6475, 1.3374], [3.0702, -1.9308, 3.0436], [2.5336, 0.7078, 1.8665], [3.3476, 0.3802, 3.4191], [1.9954, 1.2588, 5.2079], [-0.2341, 1.5170, 6.2675], [-2.2370, 0.6439, 5.0596], [-1.8979, -0.4049, 2.8096], [1.2307, -2.2430, -2.1625], [0.7649, -1.9281, -3.8211], [0.7745, -2.9869, -4.7255], [0.4406, -2.7976, -6.0513], [0.0844, -1.5328, -6.4934], [0.0680, -0.4722, -5.6086], [0.3990, -0.6463, -4.2668], [0.3689, 0.7529, -3.2019], [1.0651, -3.9606, -4.3601], [0.4597, -3.6301, -6.7402], [-0.1813, -1.3784, -7.5283], [-0.2073, 0.5154, -5.9440], [-1.2272, -5.0482, -1.4037], [-1.4224, -3.7424, -1.1252], [-1.9816, -2.9829, -2.0851], [-1.1204, -3.1393, 0.3940], [-1.2272, -5.3706, -2.3575], [-0.7773, -5.6131, -0.7052], [-1.9535, -3.2937, -3.0451], [-1.9458, -1.9757, -1.9257]],
  "atomic_forces_ev_per_a": [[3.4, -1.0, -1.7], [0.3, -0.4, -0.6], [0.2, 0.9, 0.6], [-0.5, 0.2, 0.3], [0.1, 0.0, 0.0], [-0.1, 0.0, 0.0], [0.3, 0.0, 0.0], [-0.2, -0.5, -0.3], [1.4, 1.0, 0.2], [-0.9, -0.2, 0.0], [0.1, 0.9, 0.5], [-0.3, -0.9, -0.7], [-0.9, 1.1, 1.0], [-2.8, -0.3, 0.2], [-0.1, -0.1, 0.0], [0.3, -0.2, -0.3], [0.3, 0.3, 0.3], [0.0, 0.1, 0.1], [-0.2, -0.1, -0.1], [0.3, 0.0, -0.1], [0.0, 0.2, 0.2], [-0.3, -0.1, -0.1], [-0.1, 0.0, 0.2], [-0.2, 0.1, 0.0], [0.1, 0.2, 0.1], [0.0, -0.1, -0.1], [0.1, 0.0, 0.0], [0.0, 0.1, 0.0], [0.0, 0.0, 0.0], [0.0, -0.1, 0.0], [-0.1, 0.0, -0.1], [-0.1, 0.0, 0.0], [-0.1, 0.0, 0.0], [0.0, 0.1, 0.1], [0.0, 0.1, 0.0], [-0.2, 0.0, -0.2], [0.5, -0.5, 0.2], [0.3, -0.2, 0.5], [-0.2, 0.1, 0.0], [-0.2, 0.3, -0.1], [0.2, 0.1, 0.3], [0.0, 0.1, -0.1], [0.0, 0.0, -0.1], [0.0, 0.1, 0.1], [-0.2, 0.0, 0.2], [0.1, -0.2, -0.1], [0.0, 0.0, 0.1], [0.0, -0.1, 0.0], [0.1, 0.1, 0.1], [0.0, -0.1, -0.2], [0.1, -0.1, 0.2], [-0.1, 0.0, -0.1], [0.1, 0.0, 0.0], [0.0, 0.0, 0.0], [-0.1, 0.0, -0.1], [-0.2, 0.0, 0.0], [0.1, 0.1, -0.1], [0.0, 0.1, -0.2], [0.0, 0.0, 0.0], [-0.1, -0.1, -0.1], [0.0, 0.0, -0.1], [0.0, -0.1, 0.0], [0.0, -0.1, 0.1], [0.2, -0.1, -0.1], [0.1, -0.2, 0.0], [0.0, -0.1, 0.0], [0.0, 0.0, -0.1], [-0.1, 0.1, -0.1], [0.1, 0.0, -0.3], [-0.5, -0.1, 0.1], [0.0, 0.0, -0.1], [-0.1, 0.0, 0.7], [0.0, 0.0, 0.0], [0.0, 0.1, 0.0], [0.0, 0.1, 0.0], [0.1, -0.5, -0.2]],
  "mulliken_charge": [0.337, -1.114, 0.774, 1.423, -0.544, -0.882, -0.865, -0.866, -0.965, 1.337, -0.781, -0.088, 1.057, 0.805, -1.232, -1.187, 0.844, -0.930, -0.557, -0.928, -0.460, 0.895, 0.360, 0.368, 0.212, 0.463, 0.415, 0.437, 0.434, 0.421, 0.392, 0.419, 0.393, 0.420, 0.382, -1.458, 0.465, -0.102, -0.115, -0.032, 0.643, -1.053, -0.438, -0.925, -0.213, 0.356, 0.057, 0.389, 0.436, 0.290, -0.578, 0.504, 0.432, 0.413, 0.502, 0.453, -0.656, 0.232, -0.824, -0.668, -0.568, -0.818, 0.691, -0.422, 0.473, 0.382, 0.370, 0.465, -0.407, 0.492, -0.203, -0.409, 0.202, 0.233, 0.254, -0.040]
}

=====

(3)
{
  "formula": "C32H32BrF4N5O5SSn",
  "method": "ωB97M-V with the def2-TZVPD basis set",
  "de_lowest_kcal_mol": 0.0,
  "fmax_ha_per_bohr": 0.040,
  "mol_weight_da": 873.3,
  "orbital_gap_ev": 7.49,
  "species": ["Sn", "C", "C", "N", "C", "C", "C", "C", "N", "C", "C", "F", "C", "F", "C", "C", "F", "C", "F", "H", "H", "H", "H", "H", "H", "H", "H", "H", "H", "H", "H", "H", "H", "H", "C", "O", "C", "C", "C", "Br", "C", "C", "C", "O", "C", "N", "C", "C", "C", "C", "C", "C", "N", "H", "H", "H", "H", "H", "H", "H", "H", "H", "H", "H", "N", "C", "C", "C", "C", "C", "C", "S", "O", "O", "O", "H", "H", "H", "H", "H", "H"],
  "xyz": [[1.1326, 15.4123, 11.0408], [-0.1254, 14.1194, 14.5621], [-0.2739, 15.6233, 14.2904], [0.7337, 16.1959, 13.3876], [2.1006, 16.0823, 14.0082], [2.4036, 16.9124, 15.2505], [0.3811, 17.6153, 13.1301], [1.4755, 18.2559, 12.2540], [2.0430, 17.3354, 11.2918], [3.2138, 17.8313, 10.7126], [4.0038, 16.9156, 10.0325], [3.5619, 15.6452, 9.9765], [5.1806, 17.1930, 9.3988], [5.8422, 16.2492, 8.7613], [5.7306, 18.4658, 9.4495], [5.0003, 19.3870, 10.1955], [5.4857, 20.6269, 10.3457], [3.7746, 19.1174, 10.7802], [3.2091, 20.1680, 11.4301], [-1.0378, 13.7090, 15.0563], [0.6978, 13.7494, 15.1157], [-0.0151, 13.5966, 13.6125], [-0.2657, 16.1926, 15.2192], [-1.2386, 15.8169, 13.8293], [2.8795, 16.2571, 13.2177], [2.2626, 15.0547, 14.2608], [2.4893, 17.9636, 14.9658], [3.3718, 16.5219, 15.6198], [1.6695, 16.7393, 16.0443], [0.3381, 18.1590, 14.0495], [-0.6016, 17.6058, 12.6315], [2.2925, 18.6704, 12.9202], [0.9584, 19.0965, 11.7560], [6.7019, 18.6869, 9.0100], [-0.2927, 18.2548, 9.5089], [-0.7064, 17.0709, 10.2018], [-2.0302, 16.7122, 10.2941], [-3.0652, 17.3685, 9.7095], [-4.3893, 17.0154, 9.9394], [-5.7650, 18.0255, 9.1501], [-4.6668, 15.9446, 10.7481], [-3.5995, 15.1835, 11.2902], [-2.2699, 15.5326, 11.0532], [-1.2454, 14.8667, 11.5893], [-3.8576, 13.9134, 12.0325], [-2.8762, 13.2795, 12.6510], [-3.4424, 12.2059, 13.2835], [-2.8380, 11.2182, 14.0179], [-3.6515, 10.2222, 14.5485], [-5.0434, 10.2774, 14.4302], [-5.6574, 11.2591, 13.6290], [-4.8315, 12.2219, 13.0877], [-5.1085, 13.3412, 12.2872], [-0.6930, 18.2189, 8.4549], [0.7773, 18.2590, 9.5581], [-0.6566, 19.1337, 10.0029], [-2.8219, 18.1402, 9.0143], [-5.7141, 15.8193, 11.0591], [-1.5729, 14.0897, 12.1744], [-1.8129, 11.2199, 14.2340], [-3.2284, 9.4338, 15.1856], [-5.6674, 9.5361, 14.8963], [-6.7946, 11.2454, 13.5654], [-5.9193, 13.4218, 11.6607], [2.0194, 12.9811, 8.8784], [1.0127, 13.7713, 8.3236], [1.2883, 14.8267, 7.4499], [0.2090, 15.5580, 6.9317], [-1.1103, 15.2518, 7.3063], [-1.3509, 14.2524, 8.2424], [-0.2967, 13.5282, 8.7549], [-2.3973, 16.2357, 6.5167], [-2.2828, 15.9553, 5.1334], [-2.0475, 17.6067, 6.8740], [-3.6047, 15.7904, 7.1572], [1.6761, 12.0482, 9.1033], [2.8750, 12.8686, 8.3575], [2.2962, 15.0389, 7.0638], [0.4730, 16.3166, 6.1883], [-2.3663, 14.0147, 8.5262], [-0.4751, 12.7088, 9.4033]],
  "atomic_forces_ev_per_a": [[-0.1, 0.1, 0.2], [-1.5, -0.2, -0.8], [0.0, -0.5, 0.3], [0.9, 0.2, 0.4], [0.5, 0.1, -0.9], [0.3, -0.5, -0.3], [0.8, -1.0, -1.2], [-0.5, 0.7, 0.8], [0.7, 1.0, -0.2], [-0.6, -0.4, 0.5], [0.2, -0.3, -0.5], [-0.2, -0.6, -0.1], [0.5, 1.3, 0.2], [0.2, -0.9, -0.4], [-0.4, 0.2, 0.6], [0.6, 0.0, -0.6], [0.0, 0.0, 0.0], [0.0, 0.3, 0.2], [-0.1, -0.4, -0.2], [0.6, 0.5, -0.4], [1.0, 0.3, 0.9], [-0.2, -0.1, -0.2], [0.0, 0.0, 0.2], [-0.1, -0.1, 0.0], [-0.8, 0.2, 0.7], [-0.2, -0.8, 0.1], [0.0, 0.0, 0.5], [-0.4, 0.5, -0.1], [0.1, 0.3, -0.1], [-0.3, 0.4, 0.7], [0.3, 0.2, 0.2], [-1.0, -0.4, -0.7], [0.5, 0.0, 0.2], [-0.4, 0.0, 0.1], [-1.1, -0.3, -1.7], [0.4, -0.8, 0.4], [0.4, -1.2, 0.7], [0.0, 0.6, -0.4], [0.3, -0.3, 0.2], [0.0, 0.0, 0.1], [-0.3, 0.2, 0.5], [-0.9, -1.1, -0.1], [-1.3, 1.2, -0.2], [0.9, -0.3, 0.2], [-0.2, 0.9, 0.2], [-0.3, 0.7, -0.7], [-0.5, 0.0, 0.0], [-1.2, -0.9, 0.5], [-0.1, -0.1, 0.9], [0.0, 0.6, -1.2], [-1.4, -0.8, 1.0], [-0.4, 0.1, -0.6], [1.1, 0.0, -0.5], [0.6, 0.0, 0.9], [0.4, -0.1, -0.2], [-0.4, 0.5, 0.4], [-0.1, 0.5, -0.3], [0.6, -0.5, -0.2], [-0.4, 0.3, -0.4], [1.4, 0.0, 0.0], [0.0, 0.4, -0.4], [0.0, -0.2, 0.1], [1.7, 0.3, -0.2], [0.7, 0.1, 0.6], [0.2, -1.0, 0.4], [0.1, 0.1, 0.0], [-0.5, 0.2, -0.3], [0.5, -0.6, 0.3], [0.7, 0.8, -0.5], [-0.1, 0.4, -0.5], [0.5, 0.5, -0.8], [0.3, 0.2, 1.6], [0.2, -0.4, -1.9], [0.3, 0.5, 0.1], [-1.0, -0.5, 0.5], [0.1, 0.4, 0.1], [0.0, 0.4, -0.2], [-0.4, -0.2, 0.4], [-0.6, -0.1, 0.3], [-0.1, 0.1, -0.1], [-0.2, -0.6, 0.7]],
  "mulliken_charge": [0.953, -1.402, -0.905, 0.547, -0.532, -1.388, -1.323, -1.121, 0.549, -0.083, -0.067, -0.313, 0.210, -0.312, -0.625, 0.152, -0.313, 0.451, -0.331, 0.432, 0.444, 0.147, 0.554, 0.538, 0.130, 0.764, 0.293, 0.440, 0.278, 0.704, 0.235, 0.612, 0.559, 0.500, -1.181, 0.971, -0.297, -0.036, -0.856, -0.188, -0.673, 0.555, 0.104, 0.276, -0.284, 0.006, 0.175, -0.672, -0.700, -0.403, -0.876, 0.367, -0.114, 0.324, 0.122, 0.455, 0.595, 0.492, -0.120, 0.528, 0.354, 0.400, 0.296, 0.347, -0.295, 0.544, -0.512, -0.748, -0.499, -0.093, -0.671, 1.412, -0.741, -0.737, -0.691, 0.235, 0.260, 0.359, 0.411, 0.756, 0.266]
}